## P
{
  "formula": "C5H8NO",
  "method": "wB97M-V/def2-TZVPD",
  "gap_ev": [6.435, 6.433],
  "homo_energy_ev": [-13.589, -13.588],
  "spin_multiplicity": 1,
  "charge": 1,
  "symbols": ["C", "C", "C", "C", "C", "N", "O", "H", "H", "H", "H", "H", "H", "H", "H"],
  "positions_angstrom": [[-1.0864, 0.4851, 0.4461], [-0.0371, 0.0083, -0.1207], [2.9550, -0.4782, 0.7098], [1.1163, -0.2520, -0.8675], [-2.5374, 0.6804, -0.0302], [2.3572, 0.2562, -0.1835], [2.6158, 1.4568, -0.4879], [-0.9690, 0.4816, 1.5143], [3.8974, 0.0130, 1.1786], [2.4995, -1.3836, 0.8026], [1.1058, -1.3946, -1.0575], [1.1530, 0.2931, -1.7628], [-2.9644, -0.1562, 0.4410], [-2.4699, 0.5995, -1.0621], [-2.8560, 1.4809, 0.4678]],
  "mulliken_charge": [-0.04, 0.43, -0.31, -0.77, -1.02, 0.46, -0.56, 0.36, 0.29, 0.31, 0.34, 0.40, 0.35, 0.39, 0.36]
}

---

## Q
{
  "formula": "C5H8NO",
  "method": "wB97M-V/def2-TZVPD",
  "gap_ev": 11.449,
  "homo_energy_ev": -15.138,
  "smiles": "C[N+]1=C(O)C=CC1",
  "spin_multiplicity": 1,
  "charge": 1,
  "symbols": ["C", "N", "C", "O", "C", "C", "C", "H", "H", "H", "H", "H", "H", "H", "H"],
  "positions_angstrom": [[1.6588, 1.0663, 0.1053], [0.3656, 0.3388, -0.0448], [0.2897, -0.7768, -0.6507], [1.1471, -1.3863, -1.4229], [-1.4679, -1.2757, -0.2974], [-1.8870, -0.2001, 0.2812], [-0.8141, 0.6918, 0.6748], [2.0493, 0.8391, 1.1106], [1.5348, 2.1341, 0.0476], [2.4150, 0.7769, -0.6324], [1.2466, -2.3306, -1.4765], [-1.8648, -2.1123, -0.7582], [-2.9558, -0.2484, 0.6954], [-1.0503, 1.6964, 0.5298], [-0.6670, 0.7868, 1.8382]],
  "mulliken_charge": [-0.87, 0.14, 0.51, -0.45, -0.46, -0.27, -0.47, 0.36, 0.32, 0.32, 0.40, 0.43, 0.32, 0.41, 0.31]
}

---

Calculated relative energies: P 4.941; Q 0.000, given in eV

---

## P
{
  "formula": "C2H15N2O3",
  "method": "wB97M-V/def2-TZVPD",
  "gap_ev": [11.598, 5.814],
  "homo_energy_ev": [-18.728, -18.727],
  "spin_multiplicity": 2,
  "charge": 2,
  "s_squared": 0.7542,
  "symbols": ["C", "N", "C", "N", "H", "H", "H", "H", "H", "H", "H", "H", "H", "H", "H", "O", "H", "H", "O", "H", "H", "O"],
  "positions_angstrom": [[0.1650, -2.3528, -0.3289], [-1.2042, -2.3013, -0.7065], [0.7873, -0.9543, -0.0776], [0.1798, 0.2487, -0.8061], [0.7348, -2.8867, -1.0866], [0.2781, -2.9806, 0.5785], [-1.6160, -3.1844, -1.0436], [-1.8907, -1.9433, -0.0234], [1.8152, -1.0524, -0.3276], [0.6281, -0.6261, 0.9396], [0.8607, 0.9763, -0.5376], [0.3348, 0.0673, -1.8005], [-0.7907, 0.3529, -0.5271], [-1.9692, 3.2623, 0.0525], [-2.7442, 1.9920, 0.3201], [-1.8457, 2.3466, 0.3345], [2.5691, 2.7848, -0.9853], [3.3114, 1.9897, 0.0747], [2.5463, 1.9438, -0.5115], [-1.1299, 1.3991, 1.7962], [-0.3400, 0.3719, 2.7735], [-0.6801, 0.5465, 1.8926]],
  "mulliken_charge": [-0.39, -0.13, -0.62, -0.19, 0.44, 0.36, 0.36, 0.33, 0.43, 0.37, 0.36, 0.38, 0.31, 0.31, 0.34, -0.66, 0.31, 0.32, -0.65, 0.34, 0.30, -0.61]
}

---

## Q
{
  "formula": "C2H15N2O3",
  "method": "wB97M-V/def2-TZVPD",
  "gap_ev": [10.605, 4.546],
  "homo_energy_ev": [-18.531, -18.526],
  "spin_multiplicity": 2,
  "charge": 2,
  "s_squared": 0.7543,
  "symbols": ["N", "C", "C", "N", "H", "H", "H", "H", "H", "H", "H", "H", "H", "H", "H", "O", "H", "H", "O", "H", "H", "O"],
  "positions_angstrom": [[0.6554, -0.1957, 0.7532], [-0.3367, -1.2589, 1.0037], [-1.6772, -1.1162, 0.2334], [-1.3432, -0.6873, -1.1469], [1.6206, -0.4538, 0.6156], [0.3932, 0.1791, -0.2035], [0.4650, 0.6855, 1.3291], [0.0973, -2.1988, 0.7742], [-0.6777, -1.3576, 2.0549], [-2.3618, -1.8906, 0.3161], [-2.2624, -0.2448, 0.5662], [-1.4383, -1.3798, -1.8567], [-2.0504, 0.1706, -1.4046], [1.1070, -1.9249, -2.4272], [2.6098, -1.7698, -2.1905], [1.8503, -2.1137, -1.7075], [-0.8731, 2.5853, 2.1179], [0.2293, 3.2502, 1.3823], [0.1581, 2.6827, 2.1234], [0.9211, 2.2273, -1.4687], [1.8638, 2.6577, -0.3520], [1.0499, 2.1534, -0.5123]],
  "mulliken_charge": [-0.18, -0.58, -0.55, -0.20, 0.36, 0.39, 0.32, 0.41, 0.38, 0.44, 0.35, 0.34, 0.41, 0.31, 0.36, -0.62, 0.35, 0.33, -0.67, 0.30, 0.35, -0.63]
}

---

Calculated relative energies: P 0.000; Q 2.134, given in eV

---

## P
{
  "formula": "C5H5Cl",
  "method": "wB97M-V/def2-TZVPD",
  "gap_ev": 10.106,
  "homo_energy_ev": -9.248,
  "smiles": "C=C(Cl)C#CC",
  "spin_multiplicity": 1,
  "symbols": ["C", "C", "Cl", "C", "C", "C", "H", "H", "H", "H", "H"],
  "positions_angstrom": [[2.1792, 1.3076, 0.0170], [1.6138, 0.1066, 0.0233], [2.5285, -1.4659, -0.0030], [0.1953, -0.1907, -0.0188], [-0.9332, -0.4046, -0.0591], [-2.2457, -0.6666, 0.0080], [3.2120, 1.5945, -0.1908], [1.4481, 2.1594, 0.1283], [-2.4925, -1.5844, -0.5374], [-2.6523, -1.0125, 1.0222], [-2.8532, 0.1566, -0.3898]],
  "mulliken_charge": [-0.64, 0.18, -0.21, -0.06, 0.52, -1.20, 0.30, 0.24, 0.31, 0.29, 0.28]
}

---

## Q
{
  "formula": "C5H5Cl",
  "method": "wB97M-V/def2-TZVPD",
  "gap_ev": [6.939, 7.250],
  "homo_energy_ev": [-7.762, -8.192],
  "spin_multiplicity": 1,
  "symbols": ["C", "C", "C", "C", "C", "Cl", "H", "H", "H", "H", "H"],
  "positions_angstrom": [[0.9397, 1.1014, -0.7421], [1.0506, 2.5098, -0.4524], [-0.9425, -1.8754, 0.5704], [-0.5325, -0.9329, -0.2624], [0.1231, 0.3219, 0.0274], [1.1574, 3.1394, 1.0309], [1.1968, 0.8659, -1.8115], [-1.4143, -2.8276, 0.2111], [-0.9113, -1.8453, 1.7145], [-0.4616, -1.2992, -1.3457], [-0.2055, 0.8421, 1.0598]],
  "mulliken_charge": [0.01, -0.24, -0.64, -0.23, 0.03, -0.06, 0.30, 0.24, 0.23, 0.21, 0.15]
}

---

Calculated relative energies: P 0.000; Q 1.923, given in eV

---

## P
{
  "formula": "C20H22N2O3",
  "method": "wB97M-V/def2-TZVPD",
  "gap_ev": 8.564,
  "homo_energy_ev": -8.296,
  "smiles": "C=CCc1ccccc1OCC(=O)N/N=C/c1ccccc1OCC",
  "spin_multiplicity": 1,
  "symbols": ["C", "C", "C", "C", "C", "C", "C", "C", "C", "O", "C", "C", "O", "N", "N", "C", "C", "C", "C", "C", "C", "C", "O", "C", "C", "H", "H", "H", "H", "H", "H", "H", "H", "H", "H", "H", "H", "H", "H", "H", "H", "H", "H", "H", "H", "H", "H"],
  "positions_angstrom": [[-0.5629, -2.7364, 0.8450], [-1.3607, -1.6998, 0.6765], [-2.6816, -1.5183, 1.3613], [-2.5892, -0.3523, 2.3100], [-2.4101, -0.5519, 3.6666], [-2.3001, 0.5157, 4.5432], [-2.3717, 1.8045, 4.0537], [-2.5476, 2.0302, 2.6976], [-2.6488, 0.9607, 1.8176], [-2.8199, 1.0862, 0.4684], [-2.8265, 2.3783, -0.0909], [-2.8090, 2.2370, -1.6092], [-3.6860, 2.6364, -2.3399], [-1.6943, 1.6331, -2.0988], [-0.6840, 1.2291, -1.3143], [0.3041, 0.6142, -1.8334], [1.3990, 0.1399, -1.0190], [1.4164, 0.3656, 0.3575], [2.4410, -0.1174, 1.1435], [3.4683, -0.8362, 0.5546], [3.4793, -1.0665, -0.8103], [2.4525, -0.5864, -1.6158], [2.3596, -0.7794, -2.9582], [3.4071, -1.4161, -3.6638], [4.6021, -0.4965, -3.8957], [0.3893, -2.8058, 0.3458], [-0.8273, -3.5628, 1.4854], [-1.0720, -0.8813, 0.0348], [-2.9532, -2.4224, 1.9082], [-3.4455, -1.3048, 0.6100], [-2.3589, -1.5632, 4.0433], [-2.1639, 0.3389, 5.5993], [-2.2941, 2.6478, 4.7239], [-2.6099, 3.0464, 2.3409], [-3.7296, 2.9331, 0.1946], [-1.9303, 2.9388, 0.2090], [-1.6564, 1.4690, -3.1096], [0.3531, 0.4026, -2.9052], [0.6010, 0.9218, 0.7909], [2.4397, 0.0588, 2.2077], [4.2749, -1.2246, 1.1588], [4.2949, -1.6316, -1.2332], [3.7126, -2.3389, -3.1565], [2.9571, -1.6872, -4.6232], [5.3526, -1.0147, -4.4862], [4.2835, 0.3937, -4.4323], [5.0454, -0.1872, -2.9523]],
  "mulliken_charge": [-0.96, 0.56, -1.13, 0.60, -0.57, -0.71, -0.66, -0.65, 0.95, -0.29, -0.59, 0.04, -0.65, -0.36, 0.21, -0.50, 0.59, -0.27, -0.81, -0.82, -0.50, 0.71, -0.47, -0.48, -1.09, 0.25, 0.29, -0.02, 0.57, 0.22, 0.39, 0.39, 0.38, 0.38, 0.54, 0.45, 0.23, 0.44, 0.37, 0.41, 0.39, 0.37, 0.35, 0.36, 0.38, 0.31, 0.35]
}

---

## Q
{
  "formula": "C20H22N2O3",
  "method": "wB97M-V/def2-TZVPD",
  "gap_ev": 9.219,
  "homo_energy_ev": -8.842,
  "smiles": "COCCCn1c(=O)c2ccccc2n(Cc2cccc(C)c2)c1=O",
  "spin_multiplicity": 1,
  "symbols": ["C", "O", "C", "C", "C", "N", "C", "O", "C", "C", "C", "C", "C", "C", "N", "C", "C", "C", "C", "C", "C", "C", "C", "C", "O", "H", "H", "H", "H", "H", "H", "H", "H", "H", "H", "H", "H", "H", "H", "H", "H", "H", "H", "H", "H", "H", "H"],
  "positions_angstrom": [[2.5002, 3.8059, 0.8500], [3.3188, 2.6699, 0.7917], [2.8042, 1.6638, -0.0503], [3.7875, 0.4979, -0.0692], [3.4288, -0.5505, -1.1199], [2.1178, -1.1397, -0.8690], [2.0537, -2.1572, 0.0707], [3.0544, -2.5583, 0.6259], [0.7093, -2.6763, 0.3174], [0.5374, -3.6934, 1.2563], [-0.7181, -4.1893, 1.5249], [-1.8147, -3.6599, 0.8549], [-1.6637, -2.6539, -0.0769], [-0.3932, -2.1476, -0.3662], [-0.1921, -1.1547, -1.3033], [-1.3190, -0.5769, -2.0185], [-2.2313, 0.2174, -1.1188], [-3.6029, 0.2187, -1.3315], [-4.4300, 0.9662, -0.5118], [-3.8965, 1.7093, 0.5250], [-2.5252, 1.7231, 0.7509], [-1.9457, 2.5142, 1.8832], [-1.7060, 0.9748, -0.0815], [1.0500, -0.6256, -1.5773], [1.1999, 0.2466, -2.4084], [2.3634, 4.2517, -0.1434], [2.9990, 4.5184, 1.5038], [1.5105, 3.5658, 1.2617], [1.8199, 1.3348, 0.3240], [2.6596, 2.0552, -1.0689], [3.8214, 0.0346, 0.9176], [4.7796, 0.8915, -0.2908], [4.1592, -1.3614, -1.0880], [3.3999, -0.1038, -2.1148], [1.4175, -4.0675, 1.7564], [-0.8523, -4.9769, 2.2496], [-2.8046, -4.0376, 1.0633], [-2.5368, -2.2578, -0.5665], [-1.8696, -1.3697, -2.5334], [-0.8849, 0.0882, -2.7733], [-4.0230, -0.3614, -2.1410], [-5.4964, 0.9663, -0.6822], [-4.5474, 2.2883, 1.1639], [-2.4837, 3.4500, 2.0174], [-0.8952, 2.7333, 1.7078], [-2.0228, 1.9466, 2.8112], [-0.6366, 0.9868, 0.0776]],
  "mulliken_charge": [-0.45, -0.41, -0.02, -0.53, -1.32, 0.06, 0.65, -0.68, 0.39, -0.67, -0.62, -0.72, -0.84, 1.02, 0.20, -1.75, 0.48, -0.45, -0.83, -0.56, 0.33, -1.02, 0.47, 0.86, -0.65, 0.30, 0.29, -0.01, -0.01, 0.37, 0.28, 0.33, 0.44, 0.48, 0.49, 0.41, 0.42, 0.33, 0.41, 0.43, 0.44, 0.38, 0.44, 0.41, -0.14, 0.31, 0.26]
}

---

Calculated relative energies: P 3.268; Q 0.000, given in eV

---

## P
{
  "formula": "C4H3Cl3O",
  "method": "wB97M-V/def2-TZVPD",
  "gap_ev": 9.691,
  "homo_energy_ev": -10.223,
  "smiles": "O=C1[C@@H](Cl)C(Cl)[C@@H]1Cl",
  "spin_multiplicity": 1,
  "symbols": ["O", "C", "C", "Cl", "C", "Cl", "C", "Cl", "H", "H", "H"],
  "positions_angstrom": [[-1.1295, -2.0038, 0.3576], [-0.4885, -1.0569, -0.0143], [0.8525, -0.5706, 0.4530], [2.1199, -0.9029, -0.8852], [0.0549, 0.8803, 0.4659], [0.9000, 2.3522, -0.1491], [-0.7394, 0.3258, -0.6188], [-2.4732, 0.4528, -0.7387], [1.3091, -0.9522, 1.3166], [-0.3475, 1.1705, 1.4456], [-0.0583, 0.3048, -1.6326]],
  "mulliken_charge": [-0.50, 0.42, -0.22, -0.16, 0.08, -0.17, -0.39, -0.16, 0.43, 0.36, 0.31]
}

---

## Q
{
  "formula": "C4H3Cl3O",
  "method": "wB97M-V/def2-TZVPD",
  "gap_ev": 9.647,
  "homo_energy_ev": -9.060,
  "spin_multiplicity": 1,
  "symbols": ["C", "C", "C", "C", "O", "Cl", "Cl", "Cl", "H", "H", "H"],
  "positions_angstrom": [[-1.4884, 0.4327, -2.1494], [-1.5230, 0.7416, -3.4572], [0.0057, -0.5343, -1.3310], [-0.0893, -0.5868, 0.1771], [0.7718, -0.9323, -2.0953], [-2.7577, 0.9867, -1.2003], [-2.8143, 1.7082, -4.1305], [-0.4391, 0.2163, -4.6202], [-0.7460, -1.2565, 0.5614], [-0.6142, 0.3778, 0.4120], [1.0462, -0.6080, 0.3214]],
  "mulliken_charge": [-0.09, 0.30, 0.80, -1.02, -0.39, -0.19, -0.18, -0.16, 0.35, 0.29, 0.29]
}

---

Calculated relative energies: P 0.000; Q 0.511, given in eV

---

## P
{
  "formula": "C2H3NS2",
  "method": "wB97M-V/def2-TZVPD",
  "gap_ev": 8.533,
  "homo_energy_ev": -8.237,
  "smiles": "C1=NCSS1",
  "spin_multiplicity": 1,
  "symbols": ["C", "N", "C", "S", "S", "H", "H", "H"],
  "positions_angstrom": [[0.1777, -0.7302, 1.4021], [0.1298, -0.5976, 0.1309], [-0.1839, 0.6968, -0.4724], [-0.3367, 1.9577, 0.9783], [-0.0253, 0.5578, 2.5111], [0.4515, -1.6816, 1.8234], [0.6942, 1.2826, -0.9116], [-0.9363, 0.5591, -1.3349]],
  "mulliken_charge": [0.04, -0.47, -0.26, -0.14, -0.08, 0.35, 0.24, 0.31]
}

---

## Q
{
  "formula": "C2H3NS2",
  "method": "wB97M-V/def2-TZVPD",
  "gap_ev": 7.254,
  "homo_energy_ev": -8.917,
  "smiles": "NC(=S)C=S",
  "spin_multiplicity": 1,
  "symbols": ["N", "C", "S", "C", "S", "H", "H", "H"],
  "positions_angstrom": [[0.3246, 1.1924, 0.0299], [0.4651, -0.1154, 0.0759], [1.9364, -0.8871, -0.0584], [-0.6719, -0.9524, 0.0726], [-2.2039, -0.5788, -0.0549], [1.1730, 1.8223, -0.0850], [-0.6193, 1.5162, -0.1804], [-0.4041, -1.9972, 0.2003]],
  "mulliken_charge": [-0.39, 0.48, -0.31, -0.27, -0.26, 0.25, 0.19, 0.31]
}

---

## R
{
  "formula": "C2H3NS2",
  "method": "wB97M-V/def2-TZVPD",
  "gap_ev": 8.262,
  "homo_energy_ev": -8.909,
  "smiles": "C=NSC=S",
  "spin_multiplicity": 1,
  "symbols": ["C", "N", "S", "C", "S", "H", "H", "H"],
  "positions_angstrom": [[1.8101, -0.2873, -0.3849], [0.8888, 0.0731, 0.4233], [-0.4408, 1.0368, -0.1595], [-1.8531, 0.2802, 0.4553], [-3.2843, -0.0063, -0.2754], [1.8925, -0.0736, -1.5004], [2.6984, -0.8526, -0.0608], [-1.7115, -0.1704, 1.5024]],
  "mulliken_charge": [-0.14, -0.37, 0.07, -0.17, -0.19, 0.23, 0.26, 0.31]
}

---

Calculated relative energies: P 0.310; Q 0.000; R 1.377, given in eV